(1)
C31H55NO2PSn | wB97M-V/def2-TZVPD

Geometry as XYZ:
```
91
C31H55NO2PSn, DFT wB97M-V/def2-TZVPD
O -0.7103 1.1504 -3.4313
C -1.1597 2.5645 -3.4804
C -1.1225 2.6285 -4.9935
H -0.4118 3.1801 -2.9730
H -2.1635 2.6491 -3.0501
C -0.6217 1.1731 -4.9285
H -0.3843 3.3375 -5.3746
H -2.0914 2.7589 -5.4736
C 0.8046 1.0921 -5.4324
H 1.4723 1.6101 -4.7369
H 0.8904 1.5874 -6.4113
H 1.1258 0.0502 -5.5547
C -1.5896 0.1943 -5.5703
H -2.3942 -0.0843 -4.8757
H -1.0692 -0.6989 -5.9218
H -2.0527 0.6663 -6.4469
Sn -0.6373 0.4664 -1.0261
C -2.9101 -1.4433 0.3865
C -3.4738 -0.1934 0.7493
C -3.5186 0.6334 -0.3848
H -3.9057 0.0399 1.7248
C -2.9991 -0.1126 -1.5045
C -2.6489 -1.4337 -1.0008
H -2.3799 -2.2962 -1.6102
H -2.7711 -2.2884 1.0619
H -3.9611 1.6311 -0.4339
H -3.1393 0.1535 -2.5536
C 0.8160 -3.0772 0.3465
C 0.5629 -4.4639 0.1512
C 1.7944 -5.0785 -0.2246
H -0.4019 -4.9522 0.2822
C 2.8037 -4.0686 -0.2874
C 2.1952 -2.8316 0.0738
H 2.6831 -1.8551 0.1264
H 0.0946 -2.3167 0.6686
H 1.9418 -6.1362 -0.4369
H 3.8499 -4.2099 -0.5531
O 1.3167 -2.4356 -5.0659
C 0.2192 -3.0105 -4.3046
C 0.0119 -2.1985 -3.0132
H 0.4523 -4.0633 -4.0294
H -0.6689 -3.0311 -4.9504
C 1.3500 -1.4256 -2.8454
H -0.2417 -2.8354 -2.1484
H -0.8227 -1.4828 -3.1475
C 2.1864 -1.8144 -4.0846
H 1.8551 -1.6984 -1.9143
H 1.1872 -0.3331 -2.8283
H 2.9764 -2.5317 -3.7658
H 2.6990 -0.9531 -4.5447
C -0.7833 2.8363 4.4427
C -1.2311 1.8891 3.3150
C -2.2929 0.9319 3.8772
C -1.9161 2.7222 2.2276
P 0.1900 0.9564 2.5225
N -0.2383 0.4369 1.0529
C 1.7067 2.0450 2.3242
C 2.4045 2.3502 3.6613
C 2.7090 1.3637 1.3798
C 1.2774 3.3502 1.6396
C 0.5634 -0.5162 3.6109
C -0.5199 -1.5939 3.3965
C 1.9090 -1.1495 3.2434
C 0.6425 -0.1409 5.1052
H -1.7001 3.2517 4.8880
H -0.1932 3.6793 4.0697
H -0.2356 2.3333 5.2466
H -3.1874 1.5309 4.1029
H -2.5794 0.1776 3.1409
H -1.9997 0.4424 4.8103
H -1.2862 3.5350 1.8610
H -2.2020 2.0860 1.3846
H -2.8215 3.1664 2.6639
H 2.8368 1.4571 4.1252
H 3.2314 3.0427 3.4444
H 1.7462 2.8437 4.3834
H 2.2056 1.0252 0.4676
H 3.4718 2.1072 1.1113
H 3.2303 0.5189 1.8354
H 0.7655 3.1411 0.6927
H 0.6443 3.9843 2.2661
H 2.1861 3.9241 1.4144
H -1.0516 -1.4613 2.4497
H -0.0342 -2.5767 3.3573
H -1.2417 -1.6244 4.2201
H 2.7668 -0.5050 3.4571
H 2.0183 -2.0394 3.8772
H 1.9326 -1.4785 2.2000
H 1.4091 0.6151 5.3101
H -0.3099 0.1886 5.5291
H 0.9387 -1.0587 5.6342
```

Values from the calculation:
HOMO-LUMO gap (alpha / beta)	6.29 / 5.08	eV
E_LUMO (alpha / beta)	-4.16 / -5.46	eV
charge	+1



(2)
C31H56BN3O9P2S | wB97M-V/def2-TZVPD

Geometry as XYZ:
```
103
C31H56BN3O9P2S, DFT wB97M-V/def2-TZVPD
C 0.3939 4.0466 7.4466
C 0.2526 3.3642 5.9753
C 0.9682 4.4260 4.9589
C -1.2997 3.3091 5.5281
C -2.0045 1.8821 5.7096
N -2.4832 1.2197 4.4637
C -1.4302 0.5108 3.7253
C -1.1158 -0.9561 4.2056
C -0.0383 -1.8237 3.4576
P 0.2891 -3.5972 4.0016
O -0.3350 -4.5508 2.9539
O 1.9329 -3.9839 4.1593
O -0.5314 -3.9441 5.4800
C 0.7681 -1.2915 2.2414
B 1.8760 -2.1095 1.3842
O 3.1886 -2.5113 1.8419
O 1.4833 -2.5011 0.0304
C 0.4570 0.1687 1.7620
C -0.6286 1.0254 2.5056
S -1.0295 2.7355 1.8956
C -2.8373 2.8829 2.3599
C -3.3332 2.0730 3.6199
C -4.8689 2.1912 3.9473
C -5.7981 3.0670 3.0360
C -5.2553 3.8747 1.8270
C -3.7470 3.7799 1.4805
P -3.0752 4.7741 -0.0172
C -1.5500 5.7993 0.5205
C -2.4334 3.4661 -1.2457
H -0.0890 5.0952 7.4757
H 1.5190 4.1471 7.6368
H -0.0722 3.3403 8.2128
H 0.7297 2.3299 5.9121
H 1.4437 3.9140 4.0586
H 1.7865 4.9699 5.5618
H 0.2188 5.2436 4.6280
H -1.8557 4.0427 6.2322
H -1.3645 3.7642 4.4866
H -2.8531 1.9070 6.4952
H -1.2075 1.1788 6.1713
H -1.7010 -1.4058 5.0821
H 2.0503 -4.7825 3.5903
H -1.4780 -4.0139 5.2046
H 3.7233 -1.6963 1.9571
H 0.6658 -1.9843 -0.1592
H 1.0020 0.6404 0.8749
H -5.2772 1.6183 4.8591
H -6.9140 3.1246 3.2637
H -5.9458 4.5152 1.1926
H -1.3781 6.7253 -0.1190
H -0.6379 5.1024 0.3519
H -1.5881 5.9902 1.6445
H -2.4665 3.9436 -2.2948
H -3.0651 2.5027 -1.2454
H -1.3541 3.1321 -1.0095
C -0.9660 3.4147 -7.9189
O -2.2826 2.9917 -8.2407
C -2.3992 1.5821 -8.4352
C -3.1648 0.9329 -7.2819
N -2.3777 0.9357 -6.0476
C -3.1462 0.5984 -4.8459
C -4.3214 1.5146 -4.4661
O -3.9326 2.8146 -4.0331
C -3.6694 3.7324 -5.0826
H -0.9318 4.5031 -7.9982
H -0.7044 3.1401 -6.8941
H -0.2335 2.9961 -8.6166
H -1.4252 1.1050 -8.5921
H -2.9809 1.4441 -9.3516
H -3.4124 -0.1000 -7.5476
H -4.1015 1.4872 -7.1575
H -1.9739 1.8554 -5.9159
H -2.4358 0.6016 -4.0132
H -3.5122 -0.4290 -4.9432
H -4.8172 1.0563 -3.6038
H -5.0843 1.5770 -5.2482
H -4.3072 3.5648 -5.9544
H -2.6156 3.6916 -5.3631
H -3.8619 4.7402 -4.7061
C 6.6856 -7.2312 -3.1390
O 7.1765 -6.4289 -2.0756
C 6.9767 -5.0295 -2.2752
C 5.9030 -4.4900 -1.3297
N 4.5717 -4.9722 -1.6996
C 3.5436 -4.7356 -0.6799
C 3.7317 -5.3830 0.6971
O 3.6163 -6.8038 0.7046
C 4.7937 -7.4946 0.3212
H 7.0659 -8.2454 -3.0008
H 5.5939 -7.2731 -3.1280
H 7.0358 -6.8620 -4.1084
H 6.7511 -4.7898 -3.3206
H 7.9256 -4.5440 -2.0272
H 5.9099 -3.3953 -1.3609
H 6.1721 -4.8042 -0.3151
H 4.6189 -5.9688 -1.8748
H 2.6042 -5.1091 -1.0983
H 3.4235 -3.6575 -0.5498
H 2.9155 -5.0211 1.3303
H 4.6550 -5.0678 1.1928
H 5.7037 -6.9730 0.6301
H 4.7956 -7.6664 -0.7564
H 4.7815 -8.4758 0.8021
```

Values from the calculation:
HOMO-LUMO gap	7.68	eV
E_LUMO	-0.51	eV
charge	0
structure (SMILES)	CC(C)CCN1c2cc(P(=O)(O)O)c(B(O)O)cc2Sc2c1cccc2P(C)C.COCCNCCOC.COCCNCCOC



(3)
C31H56BiNS4Se2Si3 | wB97M-V/def2-TZVPD

Geometry as XYZ:
```
98
C31H56BiNS4Se2Si3, DFT wB97M-V/def2-TZVPD
Bi -0.3372 0.4170 -0.7842
C 3.7558 0.1518 1.8398
C 4.0367 -1.0186 0.9035
S 3.0426 -0.8841 -0.6059
C 3.6412 -2.3319 -1.5079
C 2.8943 -3.6318 -1.2259
S 1.0998 -3.5164 -1.4890
C 0.5131 -4.3006 0.0360
C 0.7709 -3.5032 1.3061
S -0.3637 -2.1023 1.4156
C 0.1267 -1.3965 3.0064
C 1.5777 -0.9633 3.1554
S 2.0104 0.5041 2.1739
H 4.1476 1.0736 1.4075
H 4.2709 -0.0139 2.7879
H 3.8416 -1.9724 1.3990
H 5.0918 -1.0011 0.6214
H 4.7015 -2.4677 -1.2838
H 3.5716 -2.0812 -2.5657
H 3.0639 -3.9503 -0.1972
H 3.2902 -4.4119 -1.8786
H 0.9718 -5.2875 0.1106
H -0.5576 -4.4540 -0.1113
H 1.8063 -3.1576 1.3275
H 0.6087 -4.1461 2.1756
H -0.1031 -2.1274 3.7853
H -0.5593 -0.5615 3.1421
H 2.2514 -1.7708 2.8684
H 1.7629 -0.7432 4.2083
C -4.1947 0.1567 -0.9335
Si -2.6533 -0.4966 -1.7599
C -2.5052 -2.3590 -1.6222
C -2.6684 -0.0782 -3.5980
C -3.8714 -0.2062 -4.3011
C -3.9251 -0.0248 -5.6735
C -2.7657 0.2848 -6.3723
C -1.5693 0.4232 -5.6877
C -1.5005 0.2513 -4.3006
Si 0.1503 0.5515 -3.4403
C 0.7659 2.2373 -4.0004
C 1.4279 -0.6983 -4.0066
H -5.0393 -0.5073 -1.1360
H -4.4548 1.1450 -1.3145
H -4.0445 0.2110 0.1489
H -3.4129 -2.8204 -2.0218
H -2.3924 -2.6743 -0.5856
H -1.6565 -2.7227 -2.2065
H -4.7838 -0.4524 -3.7675
H -4.8666 -0.1262 -6.1987
H -2.7974 0.4249 -7.4456
H -0.6747 0.6786 -6.2472
H 0.9644 2.2049 -5.0755
H 1.6914 2.5035 -3.4896
H 0.0312 3.0234 -3.8216
H 1.5514 -0.6233 -5.0907
H 1.1417 -1.7222 -3.7647
H 2.3908 -0.4771 -3.5415
C -2.8144 3.1923 -0.0501
Se -1.1156 3.1375 -1.0032
C 0.0235 3.8483 0.4298
C 1.3171 4.4278 -0.1055
Se 2.5243 2.9942 -0.6631
C 3.6020 4.0631 -1.8753
H -2.8786 2.3991 0.6916
H -3.5858 3.0809 -0.8063
H -2.8956 4.1701 0.4189
H 0.2112 3.0518 1.1456
H -0.5828 4.6114 0.9181
H 1.8010 5.0055 0.6817
H 1.1435 5.0810 -0.9611
H 2.9810 4.4629 -2.6744
H 4.3534 3.4005 -2.2994
H 4.0955 4.8682 -1.3367
C -3.2667 -2.3367 4.3182
Si -3.9678 -1.2390 2.9394
C -4.3153 -2.4729 1.5584
C -5.6672 -0.6178 3.4917
N -2.9125 -0.0072 2.4209
C -2.3961 0.9096 3.2676
C -1.3843 1.8013 2.8130
C -0.7409 2.7071 3.6372
C -1.0715 2.8065 4.9833
C -2.0816 1.9760 5.4633
C -2.7264 1.0664 4.6475
H -4.0015 -3.0880 4.6219
H -2.9593 -1.7867 5.2086
H -2.3921 -2.8719 3.9353
H -5.1224 -3.1425 1.8694
H -4.6174 -2.0062 0.6211
H -3.4300 -3.0844 1.3712
H -6.2813 -1.4295 3.8915
H -6.1968 -0.1913 2.6347
H -5.6020 0.1628 4.2522
H -1.1627 1.7178 1.7539
H 0.0438 3.3433 3.2394
H -0.5666 3.5083 5.6335
H -2.3737 2.0397 6.5062
H -3.5062 0.4485 5.0746
```

Values from the calculation:
HOMO-LUMO gap	5.34	eV
E_LUMO	-0.41	eV
charge	0



no.,calculated total energy (Ha)
1,-1974.6553
2,-3161.7027
3,-8748.3267